(1)
Below is the ion C5H13BrN3 with charge +1 in a non-equilibrium geometry, with properties calculated with ωB97M-V/def2-TZVPD.

```
22
Properties=species:S:1:pos:R:3:lowdin_charge:R:1
C 0.36 -2.24 -0.84 -0.05
N -0.43 -1.04 -0.75 0.05
C 0.01 0.04 -0.10 -0.33
N -0.68 1.14 -0.30 -0.09
C -0.40 2.21 0.59 -0.01
C -1.91 1.24 -1.19 0.08
N 1.24 0.01 0.82 -0.45
C 1.41 -1.02 1.92 -0.06
Br 2.82 0.46 -0.30 0.71
H 1.38 -2.27 -0.40 0.08
H 0.51 -2.49 -2.00 0.16
H -0.14 -3.00 -0.46 0.04
H -0.94 -0.85 -1.59 0.13
H 0.43 2.69 0.16 0.09
H -1.22 2.83 0.77 0.10
H -0.25 1.88 1.52 0.06
H -2.38 0.31 -1.16 0.08
H -2.53 1.97 -0.83 0.08
H -1.48 1.53 -2.13 0.12
H 1.82 -0.35 2.69 0.10
H 0.36 -1.27 1.96 0.10
H 2.01 -1.78 1.61 0.03
```

For the largest force on an atom, the calculation gives 0.10301 hartree/bohr. The multiplicity is 1. The gap between HOMO and LUMO is 9.00 eV. The SMILES is C/[NH+]=C(/N(C)C)N(C)Br. The relative energy (zero: lowest compared OMol25 entry of this formula, charge and spin) is 351.9 kJ/mol. Its electronic energy is -2936.235018 hartree. The value obtained for the HOMO energy is -0.4912 hartree. Its total charge is +1.

(2)
Below is an isolated molecule of C5H13BrNO3P, with properties calculated with ωB97M-V/def2-TZVPD.

```
24
Properties=species:S:1:pos:R:3:lowdin_charge:R:1
C 2.14 -2.18 0.52 -0.09
O 2.32 -1.22 -0.50 -0.13
C 2.44 0.11 -0.05 -0.49
N 2.84 0.87 -1.19 0.09
C 1.11 0.55 0.60 -0.67
Br 1.37 2.38 1.36 0.69
O 0.12 0.52 -0.33 -0.21
C -1.20 0.65 0.17 -0.40
P -2.40 0.66 -1.23 0.87
C -3.90 0.79 -0.16 -0.28
O -2.41 -0.93 -1.65 -0.34
H 1.15 -2.13 0.97 0.08
H 2.26 -3.15 0.04 0.09
H 2.89 -2.07 1.31 0.10
H 3.21 0.18 0.74 0.14
H 2.93 1.86 -0.96 0.05
H 2.14 0.79 -1.92 0.09
H 0.88 -0.02 1.50 0.09
H -1.31 1.60 0.71 0.07
H -1.42 -0.16 0.88 0.10
H -4.36 1.77 -0.27 0.03
H -4.62 0.06 -0.50 0.04
H -3.70 0.62 0.90 0.03
H -2.49 -1.56 -0.92 0.05
```

For the largest force on an atom, the calculation gives 0.00266 hartree/bohr. The multiplicity is 1. The gap between HOMO and LUMO is 9.96 eV. The SMILES is CO[C@@H](N)[C@@H](Br)OCP(C)O. The relative energy (zero: lowest compared OMol25 entry of this formula, charge and spin) is 184.7 kJ/mol. Its electronic energy is -3394.142504 hartree. The value obtained for the HOMO energy is -0.3440 hartree. Its total charge is 0.

(3)
Below is a structure of composition C5H13Cl2LaNd in a non-equilibrium geometry, with properties calculated with ωB97M-V/def2-TZVPD.

```
22
Properties=species:S:1:pos:R:3:lowdin_charge:R:1
Nd 0.60 -0.52 -2.03 1.27
Cl 1.81 -2.62 -1.37 -0.29
C 2.43 1.09 -2.19 -0.41
C -0.96 -1.50 -3.56 -0.41
H 2.61 1.58 -3.16 -0.07
H 2.38 1.85 -1.41 -0.06
H 3.28 0.45 -1.97 -0.08
H -1.01 -1.17 -4.60 -0.06
H -1.96 -1.54 -3.17 -0.06
H -0.58 -2.50 -3.57 -0.08
La -0.46 0.06 2.19 1.40
C -2.26 -1.39 2.74 -0.46
C -1.13 1.15 0.38 -0.58
H -3.12 -0.91 2.27 -0.06
H -2.10 -2.41 2.35 -0.06
H -2.34 -1.37 3.85 -0.07
H -1.67 0.92 -0.60 -0.16
H -0.83 2.24 0.40 -0.13
Cl 1.69 0.52 4.28 0.36
C 1.16 1.67 3.13 -0.93
H 0.51 2.42 3.59 -0.04
H 1.93 1.97 2.45 -0.04
```

For the largest force on an atom, the calculation gives 0.06379 hartree/bohr. The multiplicity is 4. As for the expectation value of S²: 3.755. The gap between HOMO and LUMO (spin up / spin down) is 5.86 / 5.86 eV. The relative energy (zero: lowest compared OMol25 entry of this formula, charge and spin) is 0.0 kJ/mol. Its electronic energy is -1711.496298 hartree. The value obtained for the HOMO energy (spin up / spin down) is -0.1282 / -0.1285 hartree. Its total charge is -1.

(4)
Below is an isolated molecule of C5H13ClSi in a non-equilibrium geometry, with properties calculated with ωB97M-V/def2-TZVPD.

```
20
Properties=species:S:1:pos:R:3:lowdin_charge:R:1
C 2.78 -0.35 1.24 -0.14
C 1.37 0.17 0.99 -0.40
C 0.62 -0.46 -0.12 -0.32
Si -1.12 0.22 -0.30 0.26
C -2.32 -1.18 -0.43 -0.22
C -1.36 1.61 -1.58 -0.18
Cl -1.62 1.03 1.61 0.28
H 2.82 -1.41 1.45 0.05
H 3.37 -0.23 0.31 0.08
H 3.36 0.00 2.14 0.08
H 0.80 0.04 1.96 0.08
H 1.61 1.30 0.80 0.14
H 1.19 -0.47 -0.98 0.06
H 0.49 -1.53 0.10 0.09
H -2.45 -1.82 0.40 0.02
H -3.38 -0.90 -0.76 0.06
H -1.79 -1.72 -1.20 0.02
H -2.20 2.18 -1.25 0.01
H -0.59 2.26 -1.76 -0.01
H -1.59 1.27 -2.62 0.05
```

For the largest force on an atom, the calculation gives 0.07605 hartree/bohr. The multiplicity is 1. The gap between HOMO and LUMO is 11.22 eV. The SMILES is CCC[Si](C)(C)Cl. The relative energy (zero: lowest compared OMol25 entry of this formula, charge and spin) is 66.0 kJ/mol. Its electronic energy is -948.039903 hartree. The value obtained for the HOMO energy is -0.3811 hartree. Its total charge is 0.

(5)
Below is a cluster of 2 separate species, C5H13INP in total in a non-equilibrium geometry, with properties calculated with ωB97M-V/def2-TZVPD.

```
21
Properties=species:S:1:pos:R:3:lowdin_charge:R:1
C -0.97 -3.32 -0.30 -0.13
C -2.53 2.54 -0.36 -0.22
C 0.89 1.99 1.15 -0.11
C 0.13 -2.32 -0.36 -0.37
C -2.03 1.14 0.16 -0.93
N -0.43 -1.03 -0.03 -0.40
P -0.48 0.44 -0.82 0.93
I -3.71 -0.32 0.05 0.69
H -1.51 -3.19 0.61 0.04
H -1.70 -2.91 -1.11 0.09
H -0.78 -4.40 -0.50 0.09
H -2.42 2.46 -1.51 0.09
H -1.90 3.27 0.06 0.04
H -3.51 2.81 -0.11 0.03
H 1.15 1.04 1.77 0.00
H 0.14 2.73 1.68 0.01
H 1.78 2.40 0.69 -0.07
H 0.91 -2.61 0.39 0.12
H 0.55 -2.33 -1.36 0.10
H -1.58 1.19 1.12 -0.03
H -1.12 -1.22 0.75 0.04
```

For the largest force on an atom, the calculation gives 0.07651 hartree/bohr. The multiplicity is 1. The gap between HOMO and LUMO (spin up / spin down) is 7.21 / 7.85 eV. The relative energy (zero: lowest compared OMol25 entry of this formula, charge and spin) is 276.1 kJ/mol. Its electronic energy is -891.976088 hartree. The value obtained for the HOMO energy (spin up / spin down) is -0.2628 / -0.2925 hartree. Its total charge is 0.

(6)
Below is a structure of composition C5H13N in a non-equilibrium geometry, with properties calculated with ωB97M-V/def2-TZVPD.

```
19
Properties=species:S:1:pos:R:3:lowdin_charge:R:1
C -0.07 2.15 -1.20 0.01
N 0.67 0.83 -0.07 0.00
C -0.38 -0.43 2.27 -0.14
C 0.08 -1.21 1.04 -0.29
C -0.11 -0.46 -0.27 -0.49
C 0.34 -1.22 -1.53 -0.07
H 0.02 1.81 -0.09 -0.01
H 0.73 2.84 -1.35 0.07
H -0.85 2.76 -1.02 0.03
H -0.17 1.49 -2.05 0.07
H -0.18 0.74 2.03 0.10
H -1.38 -0.70 2.64 0.06
H 0.26 -0.60 3.19 0.07
H -0.36 -2.25 1.13 0.13
H 1.13 -1.37 0.96 0.09
H -1.24 -0.34 -0.21 0.15
H -0.35 -1.39 -2.32 0.06
H 0.84 -2.13 -1.16 0.08
H 1.03 -0.51 -1.96 0.06
```

For the largest force on an atom, the calculation gives 0.10313 hartree/bohr. The multiplicity is 1. The gap between HOMO and LUMO is 9.66 eV. The relative energy (zero: lowest compared OMol25 entry of this formula, charge and spin) is 547.0 kJ/mol. Its electronic energy is -252.854731 hartree. The value obtained for the HOMO energy is -0.3187 hartree. Its total charge is 0.

Question: What is the formula in the fourth record?
Answer: C5H13ClSi

Question: The highest electronic energy belongs to which entry?
Answer: C5H13N

Question: The lowest relative energy (zero: lowest compared OMol25 entry of this formula, charge and spin) belongs to which entry?
Answer: C5H13Cl2LaNd

Question: Which formula does entry 6 have?
Answer: C5H13N